No. 1
The following is a DFT calculation (wB97M-V/def2-TZVPD) of 2 unconnected molecules or ions with the total composition C5H13NO2Si.

As for the spin multiplicity: 3. As for the charge: 0. The value obtained for the HOMO energy (spin up / spin down) is -8.478 / -9.165 eV. Its expectation value of S² is 2.0178. Its LUMO energy (spin up / spin down) is 0.86 / -3.28 eV. The relative energy (zero: lowest compared OMol25 entry of this formula, charge and spin) is 0.0 kcal/mol.

CARTESIAN COORDINATES (ANGSTROEM)
C (3.3546, -0.4200, -0.1645)
C (2.9292, -1.8401, -0.0329)
C (-1.8358, 0.5605, -1.7316)
C (-1.0285, 1.8273, 0.9146)
C (-2.6358, -0.7011, 0.9439)
N (2.5788, 0.5323, 0.0049)
O (2.3485, 1.7026, 0.0449)
O (0.1399, -0.7367, 0.0286)
Si (-1.1453, 0.1104, 0.0118)
H (4.4010, -0.2186, -0.4184)
H (3.3967, -2.2874, 0.8442)
H (3.2363, -2.4066, -0.9105)
H (1.8452, -1.8676, 0.0680)
H (-2.7322, 1.1670, -1.6787)
H (-1.0787, 1.1032, -2.2869)
H (-2.0650, -0.3505, -2.2738)
H (-0.8642, 1.6519, 1.9703)
H (-0.1820, 2.3725, 0.5147)
H (-1.9320, 2.4098, 0.7789)
H (-3.5567, -0.1471, 0.8041)
H (-2.7679, -1.7087, 0.5674)
H (-2.4061, -0.7530, 2.0010)

natural (NBO) population analysis, charges in e, atoms 1 to 6: atom 1 (C): -0.052, atom 2 (C): -0.656, atom 3 (C): -1.116, atom 4 (C): -1.000, atom 5 (C): -1.027, atom 6 (N): 0.148

***

No. 2
The following is a DFT calculation (wB97M-V/def2-TZVPD) of 2 unconnected molecules or ions with the total composition C5H13NO3.

As for the spin multiplicity: 1. The SMILES is C[C@H](O)CCNC=O.O. As for the charge: 0. The value obtained for the HOMO energy is -8.935 eV. Its LUMO energy is 0.40 eV. The relative energy (zero: lowest compared OMol25 entry of this formula, charge and spin) is 62.0 kcal/mol.

CARTESIAN COORDINATES (ANGSTROEM)
C (-0.4850, 0.2741, -1.0130)
N (-0.5789, 1.6942, -0.5655)
C (-1.6951, 2.3435, 0.0540)
O (-1.6492, 3.5269, 0.4054)
C (-1.0316, -0.7453, 0.0455)
C (-0.1296, -1.0049, 1.1963)
C (1.0295, -1.9320, 0.8853)
O (-0.9715, -1.4395, 2.1587)
H (-1.1587, 0.3404, -1.9771)
H (0.6116, 0.0832, -1.3611)
H (0.2838, 2.1986, -0.7654)
H (-2.6035, 1.7701, 0.3349)
H (-1.0328, -1.6173, -0.5231)
H (-2.0625, -0.4096, 0.3326)
H (0.3927, -0.0500, 1.6724)
H (1.8615, -1.6013, 1.6342)
H (1.5010, -1.7408, -0.1347)
H (0.7730, -3.0267, 1.0709)
H (-0.7772, -2.2687, 2.6104)
H (2.4028, 1.5808, -2.7185)
H (3.0098, 0.8351, -1.4966)
O (2.3098, 1.1891, -1.8458)

natural (NBO) population analysis, charges in e, atoms 1 to 6: atom 1 (C): -0.233, atom 2 (N): -0.664, atom 3 (C): 0.514, atom 4 (O): -0.609, atom 5 (C): -0.429, atom 6 (C): 0.097

***

No. 3
The following is a DFT calculation (wB97M-V/def2-TZVPD) of 2 unconnected molecules or ions with the total composition C5H13NO3.

As for the spin multiplicity: 1. The SMILES is CCN[C@H](C=O)CO.O. As for the charge: 0. The value obtained for the HOMO energy is -9.121 eV. Its LUMO energy is 0.59 eV. The relative energy (zero: lowest compared OMol25 entry of this formula, charge and spin) is 59.8 kcal/mol.

CARTESIAN COORDINATES (ANGSTROEM)
C (-0.7878, -0.4175, 1.2391)
N (-0.9761, -0.2672, -0.2651)
C (0.2582, 0.1947, -0.8411)
C (0.1479, 0.2867, -2.3748)
O (1.3601, 0.7521, -2.9483)
C (1.1645, 1.3117, -0.2448)
O (1.4285, 2.3770, -0.7461)
C (-1.7026, 0.5000, 2.0620)
H (-0.9773, -1.4652, 1.5072)
H (0.1942, -0.1655, 1.6040)
H (-1.7152, 0.4043, -0.4440)
H (1.0403, -0.6176, -0.7546)
H (-0.7312, 0.8580, -2.7071)
H (0.0679, -0.6820, -2.8427)
H (1.6067, 1.6501, -2.7633)
H (1.6388, 1.1375, 0.7401)
H (-1.2535, 1.4694, 2.3204)
H (-2.6114, 0.7289, 1.5020)
H (-1.9727, -0.0270, 2.9701)
H (1.4422, -3.4178, 1.2716)
H (1.2899, -2.0939, 0.4320)
O (1.0886, -2.5166, 1.2835)

natural (NBO) population analysis, charges in e, atoms 1 to 6: atom 1 (C): -0.232, atom 2 (N): -0.604, atom 3 (C): -0.160, atom 4 (C): -0.055, atom 5 (O): -0.739, atom 6 (C): 0.429

***

No. 4
The following is a DFT calculation (wB97M-V/def2-TZVPD) of C5H13NO3S in the gas phase.

As for the spin multiplicity: 1. The SMILES is CC(C)(C)[C@H](N)S(=O)(=O)O. As for the charge: 0. The value obtained for the HOMO energy is -9.488 eV. Its LUMO energy is 0.50 eV. The relative energy (zero: lowest compared OMol25 entry of this formula, charge and spin) is 21.7 kcal/mol.

CARTESIAN COORDINATES (ANGSTROEM)
C (-0.5443, 1.6010, 0.3036)
C (1.2553, 0.6756, -1.0400)
C (-1.2214, -0.0993, -1.4859)
C (0.0853, -0.6754, 0.6959)
C (-0.0714, 0.3267, -0.4654)
N (0.9157, -0.3518, 1.9003)
O (0.6931, -3.2981, 1.1404)
O (2.4021, -1.9520, 0.0364)
O (0.4040, -2.5512, -1.2251)
S (0.9784, -2.1467, 0.0261)
H (-1.3704, 1.5219, 0.9051)
H (0.2751, 1.8107, 1.0748)
H (-0.5032, 2.3918, -0.3896)
H (1.4221, 0.0374, -1.9533)
H (2.0935, 0.7397, -0.2418)
H (1.3445, 1.7465, -1.5136)
H (-1.5247, -1.1143, -1.2141)
H (-0.9172, -0.0492, -2.5061)
H (-2.1661, 0.5672, -1.2939)
H (-0.8866, -1.0298, 1.0540)
H (0.7856, -0.9401, 2.7011)
H (1.7798, -0.0078, 1.5912)
H (1.4606, -3.7648, 1.4548)

natural (NBO) population analysis, charges in e, atoms 1 to 6: atom 1 (C): -0.595, atom 2 (C): -0.639, atom 3 (C): -0.596, atom 4 (C): -0.242, atom 5 (C): -0.088, atom 6 (N): -0.862

***

No. 5
The following is a DFT calculation (wB97M-V/def2-TZVPD) of a gas-phase ion, C5H13NOPS (charge +1).

As for the spin multiplicity: 1. As for the charge: +1. The value obtained for the HOMO energy (spin up / spin down) is -13.745 / -13.528 eV. Its LUMO energy (spin up / spin down) is -6.46 / -5.86 eV. The relative energy (zero: lowest compared OMol25 entry of this formula, charge and spin) is 53.0 kcal/mol.

CARTESIAN COORDINATES (ANGSTROEM)
C (1.0086, -1.3960, 0.2044)
C (1.4662, -0.0060, 0.1894)
C (1.2077, 0.7722, 1.4777)
C (0.7346, 1.9930, -1.1331)
C (-2.7366, -0.4203, 0.5828)
N (0.9196, 0.5936, -0.9718)
O (-0.3539, -1.5299, 0.3722)
P (-1.2596, -0.5915, -0.5352)
S (-2.0569, -1.8864, -1.9038)
H (1.2688, -1.8606, -0.7254)
H (1.4403, -1.9310, 0.9913)
H (2.5350, -0.0384, -0.0559)
H (0.2098, 1.0029, 1.4015)
H (1.9585, 1.5996, 1.5960)
H (1.4391, 0.0212, 2.3024)
H (-0.1358, 2.0058, -1.7274)
H (0.7691, 2.5211, -0.2004)
H (1.5909, 2.2239, -1.7521)
H (-3.7392, -0.4496, 0.0937)
H (-2.5177, 0.5132, 1.2034)
H (-2.7273, -1.2871, 1.2592)
H (-1.0211, -1.8498, -2.6690)

natural (NBO) population analysis, charges in e, atoms 1 to 6: atom 1 (C): -0.065, atom 2 (C): -0.167, atom 3 (C): -0.636, atom 4 (C): -0.468, atom 5 (C): -0.973, atom 6 (N): -0.185

***

No. 6
The following is a DFT calculation (wB97M-V/def2-TZVPD) of C5H13NOS in the gas phase.

As for the spin multiplicity: 1. The SMILES is OCCNCCCS. As for the charge: 0. The value obtained for the HOMO energy is -8.565 eV. Its LUMO energy is 0.76 eV. The relative energy (zero: lowest compared OMol25 entry of this formula, charge and spin) is 31.7 kcal/mol.

CARTESIAN COORDINATES (ANGSTROEM)
C (0.4046, -0.9077, -0.7438)
C (0.6906, -0.9459, -2.2214)
S (2.2045, -1.8113, -2.7920)
C (1.2775, 0.0204, 0.1319)
N (0.6341, 1.0153, 0.9803)
C (-0.4502, 0.5989, 1.8380)
C (-1.8733, 0.7655, 1.2646)
O (-1.9674, 2.0678, 0.6920)
H (-0.6523, -0.6337, -0.6592)
H (0.4455, -1.9210, -0.3170)
H (0.8456, 0.0504, -2.6286)
H (-0.1387, -1.3660, -2.7742)
H (2.6117, -2.3730, -1.6506)
H (2.0130, 0.5302, -0.4828)
H (1.8825, -0.6181, 0.7914)
H (0.3480, 1.8356, 0.4366)
H (-0.3452, -0.4459, 2.1272)
H (-0.4358, 1.2161, 2.7365)
H (-2.0991, -0.0132, 0.5342)
H (-2.4764, 0.7278, 2.1806)
H (-2.9193, 2.2078, 0.5564)

natural (NBO) population analysis, charges in e, atoms 1 to 6: atom 1 (C): -0.444, atom 2 (C): -0.492, atom 3 (S): -0.067, atom 4 (C): -0.220, atom 5 (N): -0.628, atom 6 (C): -0.233